w.
C12H12 | wB97M-V/def2-TZVPD

Results
HOMO-LUMO gap: 8.8536 eV
HOMO energy: -8.1 eV
LUMO energy: 0.715 eV
SMILES: Cc1cc(C)c2ccccc2c1

Bonds (Å) are listed after each position.
Geometry (Å):
1 H -3.836 -0.854 -0.736  C6 1.099
2 C 0.835 0.402 -0.095  C7 1.482, C14 1.387, C16 1.482
3 C -0.330 2.841 -0.049  C7 1.562, H10 1.082, H11 1.094, H23 1.237
4 C -0.792 -1.554 0.103  C16 1.459, C18 1.298, H24 1.167
5 H -2.456 1.461 0.011  C15 1.117
6 C -3.141 -1.310 -0.018  H1 1.099, C18 1.529, H20 1.210, H21 1.172
7 C -0.353 1.281 0.020  C2 1.482, C3 1.562, C15 1.358
8 C 2.978 -1.308 -0.109  C12 1.362, C13 1.386, H17 1.004
9 H 1.534 -2.981 0.100  C13 1.150
10 H -1.205 3.339 -0.446  C3 1.082
11 H 0.516 3.266 -0.599  C3 1.094
12 C 3.186 0.033 -0.005  C8 1.362, C14 1.425, H19 1.112
13 C 1.706 -1.848 0.000  C8 1.386, H9 1.150, C16 1.389
14 C 2.099 0.953 0.048  C2 1.387, C12 1.425, H22 1.077
15 C -1.600 0.750 -0.075  H5 1.117, C7 1.358, C18 1.442
16 C 0.575 -1.046 0.077  C2 1.482, C4 1.459, C13 1.389
17 H 3.759 -1.917 -0.276  C8 1.004
18 C -1.750 -0.679 0.049  C4 1.298, C6 1.529, C15 1.442
19 H 4.182 0.407 0.321  C12 1.112
20 H -3.836 -1.361 0.971  C6 1.210
21 H -3.051 -2.359 -0.534  C6 1.172
22 H 2.312 2.003 0.166  C14 1.077
23 H -0.306 3.167 1.145  C3 1.237
24 H -1.026 -2.685 -0.069  C4 1.167

***

x.
C12H12 | wB97M-V/def2-TZVPD

Results
HOMO-LUMO gap: 9.9043 eV
HOMO energy: -9.0 eV
LUMO energy: 0.861 eV
SMILES: c1ccccc1.c1ccccc1

Bonds (Å) are listed after each position.
Geometry (Å):
1 C -3.561 1.418 -0.141  C11 1.481, H15 1.173, C22 1.373
2 H 3.951 1.945 -1.428  C17 1.080
3 H 3.654 -1.987 1.245  C19 1.043
4 H 3.729 -2.368 -0.784  C8 1.084
5 C -5.208 -0.389 0.080  H7 1.099, C11 1.348, C16 1.352
6 C 3.937 -0.181 -1.394  C8 1.403, C17 1.479, H18 0.990
7 H -6.225 -0.769 -0.089  C5 1.099
8 C 3.856 -1.313 -0.569  H4 1.084, C6 1.403, C19 1.360
9 C 3.953 1.295 0.582  H13 1.075, C17 1.316, C20 1.367
10 H -1.506 0.626 0.049  C22 1.099
11 C -4.938 0.931 0.101  C1 1.481, C5 1.348, H24 1.080
12 H -2.183 -1.649 0.009  C21 1.031
13 H 3.941 2.237 1.098  C9 1.075
14 H -4.545 -2.291 0.121  C16 1.025
15 H -3.147 2.497 -0.348  C1 1.173
16 C -4.226 -1.318 0.081  C5 1.352, H14 1.025, C21 1.379
17 C 3.858 1.134 -0.721  H2 1.080, C6 1.479, C9 1.316
18 H 4.058 -0.390 -2.354  C6 0.990
19 C 3.727 -1.065 0.762  H3 1.043, C8 1.360, C20 1.405
20 C 3.868 0.188 1.381  C9 1.367, C19 1.405, H23 1.161
21 C -2.909 -0.916 0.005  H12 1.031, C16 1.379, C22 1.422
22 C -2.577 0.460 -0.134  C1 1.373, H10 1.099, C21 1.422
23 H 4.245 0.273 2.476  C20 1.161
24 H -5.751 1.631 -0.028  C11 1.080

***

The structure with the most favorable energy is w; the runner-up is 21.1 kcal/mol above it.

***

w.
FH3P2S | wB97M-V/def2-TZVPD

Results
HOMO-LUMO gap: 9.4197 eV
HOMO energy: -9.3 eV
LUMO energy: 0.120 eV
SMILES: F[P@@H](P)=S

Bonds (Å) are listed after each position.
Geometry (Å):
1 S 2.726 -0.372 -1.965  P5 1.930
2 H -0.416 -1.117 0.860  P7 1.390
3 H 0.858 1.017 0.215  P5 1.594
4 H 0.347 -2.322 -0.648  P7 1.477
5 P 1.079 0.178 -1.122  S1 1.930, H3 1.594, F6 1.561, P7 2.194
6 F 0.239 1.092 -2.068  P5 1.561
7 P -0.554 -1.158 -0.523  H2 1.390, H4 1.477, P5 2.194

***

x.
FH3P2S | wB97M-V/def2-TZVPD

Results
HOMO-LUMO gap (spin up / spin down): 6.6823 / 6.8046 eV
HOMO energy (spin up / spin down): -9.1 / -9.4 eV
LUMO energy (spin up / spin down): -2.405 / -2.582 eV

Bonds (Å) are listed after each position.
Geometry (Å):
1 F -1.485 -0.787 1.006  P4 1.574
2 P 0.933 -1.266 -0.563  H3 1.365, P4 2.172, H7 1.393
3 H 0.828 -0.962 -1.889  P2 1.365
4 P -0.633 0.114 0.037  F1 1.574, P2 2.172, H6 1.340
5 S -1.840 2.530 0.987  no bonds
6 H 0.243 0.696 0.866  P4 1.340
7 H 1.954 -0.326 -0.444  P2 1.393

***

The structure with the most favorable energy is w; the runner-up is 76.0 kcal/mol above it.

***

w.
F2H2NOP | wB97M-V/def2-TZVPD

Results
HOMO-LUMO gap: 10.4882 eV
HOMO energy: -10.0 eV
LUMO energy: 0.450 eV
SMILES: N=P(O)(F)F

Bonds (Å) are listed after each position.
Geometry (Å):
1 H 1.712 0.011 -0.693  N2 1.055
2 N 0.767 -0.285 -0.329  H1 1.055, P3 1.660
3 P -0.490 0.771 -0.574  N2 1.660, O4 1.542, F5 1.571, F7 1.651
4 O -1.660 0.582 0.412  P3 1.542, H6 0.897
5 F -1.130 0.801 -2.008  P3 1.571
6 H -1.604 0.095 1.163  O4 0.897
7 F -0.373 2.403 -0.357  P3 1.651

***

x.
F2H2NOP | wB97M-V/def2-TZVPD

Results
HOMO-LUMO gap: 11.4210 eV
HOMO energy: -11.2 eV
LUMO energy: 0.263 eV
SMILES: N=P(O)(F)F

Bonds (Å) are listed after each position.
Geometry (Å):
1 F -0.140 -0.365 1.540  P4 1.633
2 F -1.464 -0.685 -0.415  P4 1.556
3 N 0.043 1.489 -0.472  P4 1.525, H5 1.082
4 P -0.137 0.036 -0.043  F1 1.633, F2 1.556, N3 1.525, O6 1.799
5 H -0.889 2.013 -0.302  N3 1.082
6 O 0.999 -1.272 -0.527  P4 1.799, H7 0.952
7 H 1.588 -1.215 0.220  O6 0.952

***

The structure with the most favorable energy is w; the runner-up is 4.7 kcal/mol above it.